No. 1
{
  "formula": "C17H17N5O5STeZn",
  "method": "ωB97M-V with the def2-TZVPD basis set",
  "symbols": ["H", "H", "C", "C", "H", "C", "C", "H", "O", "H", "N", "O", "C", "C", "H", "H", "C", "N", "C", "S", "H", "H", "C", "H", "H", "N", "N", "C", "Te", "H", "O", "C", "C", "C", "C", "C", "H", "H", "H", "O", "H", "N", "O", "C", "H", "C", "Zn"],
  "positions_angstrom": [[0.6748, 4.8011, 1.4641], [1.7136, 2.7600, -5.7524], [0.7473, -3.2893, 2.7841], [0.3671, -4.1851, 1.7900], [-1.1105, -4.5674, 0.2582], [0.9841, 1.0263, -4.0215], [-0.5968, 3.0562, 1.2815], [-4.2411, -0.9649, 2.8586], [-2.9776, -1.2079, 0.2874], [0.1702, 1.2926, -4.6869], [-0.6716, 1.7830, 0.9566], [0.7936, -2.2280, -0.9738], [-3.9051, 0.0503, 3.0901], [-0.7698, -3.9281, 1.0583], [0.9756, -5.0551, 1.5744], [-4.0234, 0.2394, 4.1627], [0.6047, 3.7524, 1.2142], [0.2327, -0.1331, 0.1486], [-0.0490, -2.1847, 3.0010], [1.3842, -0.9820, -0.5463], [-0.2806, -0.0673, -2.6784], [3.2967, 2.8984, -5.3103], [3.3020, 1.1578, -3.4085], [-4.5101, 0.7574, 2.5192], [1.6484, -3.4343, 3.3646], [1.6521, 1.7522, 0.4179], [2.5307, 2.2549, -5.4419], [-1.4920, -2.7647, 1.3125], [-4.0885, 2.5032, -0.2360], [4.3074, 1.5181, -3.6026], [2.6190, -1.0880, 0.2052], [0.7292, 0.2591, -2.8988], [0.4496, 1.1401, 0.5055], [1.7605, -0.0593, -2.0250], [1.6929, 3.0302, 0.7674], [3.0424, 0.3948, -2.2777], [-1.5438, 3.5119, 1.5554], [2.6680, 3.5081, 0.6851], [3.8197, 0.1682, -1.5604], [-3.3423, -3.4024, 0.0162], [0.2013, -1.4615, 3.7709], [-1.1454, -1.9250, 2.2868], [-2.5379, 0.2240, 2.7162], [2.2723, 1.4864, -4.2841], [-2.1065, -0.6720, 2.6346], [-2.7147, -2.4330, 0.4477], [-2.5332, 0.7072, 0.5694]],
  "mol_weight_g_mol": 596.41,
  "e_above_lowest_kj_mol": 0.0,
  "e_homo_ev": 0.0662,
  "total_charge": -2,
  "e_lumo_ha": 0.16622,
  "fmax_ev_per_a": 0.7,
  "gap_ev": 4.457
}

=====

No. 2
{
  "formula": "C17H17NO6S",
  "method": "ωB97M-V with the def2-TZVPD basis set",
  "symbols": ["C", "C", "C", "C", "C", "C", "H", "H", "O", "C", "C", "C", "H", "C", "H", "O", "C", "H", "O", "H", "H", "H", "H", "H", "C", "C", "O", "H", "O", "C", "H", "H", "C", "S", "N", "O", "H", "C", "H", "H", "H", "C"],
  "positions_angstrom": [[0.3635, -2.0176, -0.8251], [-1.5856, -2.3850, -2.3259], [-1.8528, -1.6609, 0.0404], [0.8993, -1.6808, 0.4048], [-2.6588, -3.0998, -4.7956], [2.5214, 2.1120, 3.2897], [-4.1067, -4.2027, -3.6694], [2.1798, 2.8407, -0.0357], [2.1382, -1.1071, 3.0197], [0.9351, 4.5394, -0.1842], [-3.2393, -3.5609, -3.6257], [-1.0175, -2.0134, -1.0216], [0.0615, 1.1783, 3.8212], [-1.3205, -1.3185, 1.2685], [1.9633, -1.6998, 0.5820], [-0.0812, -1.3781, 4.0826], [-1.0065, -1.9300, -3.5085], [1.0163, -2.3086, -1.6341], [2.7093, 3.2765, 3.5110], [-3.0743, -3.3772, -5.7526], [2.9457, 0.2396, 3.6166], [-3.1559, -3.5801, -1.4903], [-0.1468, -1.2777, -3.4648], [1.2837, 5.9628, -1.4080], [1.4382, 1.6194, 2.3007], [-1.5431, -2.2816, -4.7331], [3.2093, 1.1562, 3.8892], [-0.1081, 2.3904, 1.0277], [-0.2578, 4.6543, -0.2546], [0.0510, -1.3350, 1.4380], [-1.9459, -1.0472, 2.1034], [0.3600, 3.4763, 2.3393], [1.6805, 3.5288, 0.6511], [0.7101, -0.8551, 3.0164], [0.4650, 0.7895, 2.9851], [1.7760, 5.3140, -0.8803], [2.4531, 4.0517, 1.2162], [-2.7109, -3.2032, -2.3993], [-2.9217, -1.6403, -0.1078], [-1.0897, -1.9158, -5.6425], [1.9221, 0.9656, 1.5648], [0.7410, 2.7807, 1.5909]],
  "mol_weight_g_mol": 363.39,
  "smiles": "O=C(O)CC[C@H](NS(=O)(=O)c1ccc(-c2ccccc2)cc1)C(=O)O",
  "e_above_lowest_kj_mol": 51.8,
  "e_homo_ev": -9.3239,
  "e_lumo_ha": -0.00398,
  "fmax_ev_per_a": 0.9,
  "gap_ev": 9.216
}

=====

No. 3
{
  "formula": "C17H17NO6S",
  "method": "ωB97M-V with the def2-TZVPD basis set",
  "symbols": ["H", "H", "H", "H", "H", "C", "H", "O", "O", "C", "H", "H", "O", "C", "C", "H", "C", "H", "C", "N", "C", "O", "C", "C", "H", "H", "H", "H", "C", "H", "C", "S", "O", "C", "C", "H", "C", "O", "C", "C", "C", "H"],
  "positions_angstrom": [[-0.6144, 1.4497, 0.2063], [-0.2049, 2.2393, -1.9489], [0.9755, -0.9063, -2.0773], [2.3924, 0.7108, -1.4036], [-1.6446, -5.3616, 4.4775], [-1.8697, -4.0265, 0.3187], [-0.1569, -4.6433, 3.7893], [-1.1446, -2.2068, 3.4312], [-1.6289, 0.7722, -0.8701], [0.8516, 2.0412, -2.1328], [3.8219, 6.4247, -1.2617], [4.6481, 4.6466, -2.7597], [-1.7853, -4.8334, 2.5386], [-1.6653, -3.1911, 4.3004], [1.6671, 3.2864, -1.9153], [0.2431, 4.1952, -0.6011], [-1.1246, -1.4869, 1.1790], [3.2765, 2.6489, -3.1738], [1.9802, 5.4172, -0.8423], [0.6109, -0.3304, -1.3352], [-1.7072, -3.0084, -0.6002], [0.1424, 1.6486, 0.8193], [1.3234, 1.4075, 0.2790], [2.9110, 3.4257, -2.5168], [-2.7612, -3.1254, 4.3239], [-0.8430, -0.5063, 1.5244], [-2.1565, -5.0199, 0.0143], [-1.2624, -2.9727, 5.2898], [1.3399, 0.9255, -1.1861], [1.6136, 6.1919, -0.1854], [1.2088, 4.2926, -1.0755], [-1.0582, -0.4649, -1.3564], [-1.4660, -0.9241, -2.6495], [3.6825, 4.5501, -2.2854], [-1.3061, -2.5012, 2.1112], [-1.8721, -3.1645, -1.6532], [-1.3208, -1.7557, -0.1601], [2.3469, 1.5621, 0.8857], [-1.2525, -4.5816, 3.8239], [3.2189, 5.5479, -1.4455], [-1.6540, -3.7900, 1.6730], [0.9573, 1.6865, -3.1613]],
  "mol_weight_g_mol": 363.39,
  "smiles": "O=C(O)[C@H](Cc1ccccc1)NS(=O)(=O)c1ccc2c(c1)OCCO2",
  "e_above_lowest_kj_mol": 194.8,
  "e_homo_ev": -8.9676,
  "e_lumo_ha": 0.01842,
  "fmax_ev_per_a": 0.9,
  "gap_ev": 9.469
}